{
  "formula": "C7H4F2",
  "method": "ωB97M-V/def2-TZVPD",
  "symbols": ["C", "C", "C", "C", "C", "C", "C", "F", "F", "H", "H", "H", "H"],
  "positions_angstrom": [[2.139, -0.124, -0.339], [1.789, 0.803, 0.582], [2.122, -0.823, -1.317], [1.405, 1.685, 1.315], [-1.478, -0.729, 0.341], [-0.903, -0.905, 1.362], [-1.932, -0.053, -0.859], [0.973, 2.543, 2.162], [-0.458, -1.352, 2.452], [2.384, -1.301, -2.288], [-1.142, 0.677, -1.187], [-2.977, 0.428, -0.714], [-1.922, -0.850, -1.508]],
  "smiles": "C#CC#CF.CC#CF",
  "charge": 0,
  "spin_multiplicity": 1,
  "energy_ev": -12750.6383,
  "relative_energy_kcal_mol": 62.4,
  "homo_ha": -0.3506
}